Entry from the OMol25 dataset: C49H51CsFIN4O4S as an isolated structure at a distorted geometry (wB97M-V/def2-TZVPD).

Computed properties:
F_max, eV Å⁻¹: 2.60
Energy relative to the best compared isomer or geometry (same formula, charge and spin), kJ/mol: 2.25
Net charge: -2
Frontier orbital gap, eV: 5.666

The geometry in XYZ format:
```
112
Properties=species:S:1:pos:R:3:mulliken_charge:R:1
Cs -0.9172 -0.8588 2.0324 1.08
C -4.8590 -0.0886 3.2401 -0.71
C -4.1514 -0.5113 4.4996 0.45
N -4.5938 -0.0784 5.6567 -0.74
C -3.9338 -0.4361 6.7862 -0.88
C -2.7642 -1.1471 6.7788 0.87
C -2.0801 -1.4337 8.0871 -0.91
O -2.2061 -2.8040 8.5160 -0.56
C -2.2246 -1.5874 5.5443 1.03
C -0.9471 -2.2800 5.4663 -1.62
N -0.2655 -2.3830 4.3964 0.51
C 0.8295 -3.2560 4.3031 0.25
C 0.7077 -4.5766 4.7585 -0.18
C 1.7158 -5.5056 4.5341 -0.62
C 2.8640 -5.1201 3.8601 -0.60
C 2.9991 -3.7985 3.4415 -0.33
C 2.0045 -2.8498 3.6514 -0.52
I 2.3449 -0.7125 3.1732 -0.09
C -2.9957 -1.3837 4.3510 0.38
O -2.7305 -1.9177 3.2338 -1.14
H -5.8559 0.2789 3.4821 0.39
H -4.9127 -0.9234 2.5368 0.19
H -4.3054 0.7108 2.7338 0.10
H -4.3697 -0.0984 7.7226 0.30
H -2.5429 -0.8451 8.8758 0.37
H -1.0254 -1.1523 8.0352 0.32
H -2.0175 -3.3644 7.7599 0.41
H -0.5382 -2.7053 6.3956 0.41
H -0.2087 -4.8731 5.2566 0.40
H 1.5950 -6.5240 4.8829 0.35
H 3.6495 -5.8413 3.6640 0.35
H 3.9111 -3.4870 2.9403 0.36
C -4.0371 -0.3442 -4.9139 -2.04
C -2.5247 -0.4418 -4.6796 1.17
C -1.8882 -1.1664 -5.8739 -1.46
C -1.8612 0.9035 -4.4491 0.13
C -2.3452 2.0403 -5.0910 -0.25
C -1.7246 3.2757 -4.9515 -1.64
C -0.5640 3.3611 -4.1986 -0.15
C -0.0296 2.2500 -3.5547 0.36
C 1.3188 2.3434 -2.8659 1.76
C 1.3580 3.3643 -1.7244 -1.02
C 2.4152 2.6733 -3.8856 -1.31
C -0.7002 1.0003 -3.6160 -0.74
N -0.3045 -0.0330 -2.7831 0.88
C 0.6043 -0.9492 -3.1057 0.21
C 1.3902 -0.9701 -4.3011 0.07
C 2.3261 -1.9640 -4.5616 -1.31
C 2.5809 -2.9803 -3.6488 -0.59
C 1.8607 -2.9791 -2.4461 -0.64
C 0.9205 -2.0130 -2.2123 0.01
F 0.2422 -2.0558 -1.0433 -0.27
H -4.4900 -1.3377 -4.8555 0.39
H -4.2539 0.0614 -5.9089 0.51
H -4.5266 0.3003 -4.1822 0.36
H -2.3348 -1.0416 -3.7884 -0.09
H -2.0055 -0.5652 -6.7822 0.29
H -2.3638 -2.1409 -6.0321 0.40
H -0.8257 -1.3336 -5.7028 0.36
H -3.2328 1.9654 -5.7128 0.24
H -2.1271 4.1522 -5.4457 0.34
H -0.0532 4.3187 -4.1208 0.36
H 1.5421 1.3641 -2.4459 -0.38
H 1.1309 4.3734 -2.0901 0.25
H 2.3551 3.3810 -1.2691 0.20
H 0.6389 3.1155 -0.9419 0.11
H 2.2727 3.6773 -4.3028 0.36
H 2.4052 1.9540 -4.7109 0.25
H 3.3986 2.6297 -3.4101 0.16
H 1.2326 -0.1631 -5.0109 0.69
H 2.8848 -1.9313 -5.4927 0.37
H 3.3163 -3.7494 -3.8528 0.32
H 2.0315 -3.7285 -1.6817 0.45
C -3.1949 -2.8394 -0.4655 -0.69
O -3.5064 -1.5174 -0.0780 -0.26
C -3.3184 -0.5889 -1.1359 0.85
C -3.9346 0.7286 -0.7480 -0.95
O -3.1158 1.4729 0.1394 -0.41
C -1.9903 2.0413 -0.5149 -0.68
H -3.8537 -3.1758 -1.2777 0.29
H -3.3501 -3.4667 0.4143 0.23
H -2.1530 -2.9322 -0.8002 0.20
H -3.8021 -0.9641 -2.0432 0.19
H -2.2518 -0.4631 -1.3646 -0.38
H -4.8688 0.5397 -0.2160 0.41
H -4.1377 1.3103 -1.6570 0.29
H -2.2970 2.6164 -1.3988 0.35
H -1.2753 1.2793 -0.8504 0.15
H -1.5043 2.7057 0.1985 0.33
S 5.0556 3.4662 0.1027 -0.44
C 5.1576 2.3475 -1.2089 1.08
C 5.8806 2.4523 -2.3920 -0.50
C 5.7933 1.4152 -3.3071 -0.58
C 4.9907 0.3022 -3.0450 -0.32
C 4.2594 0.2064 -1.8730 -0.25
C 4.3428 1.2365 -0.9361 -0.79
N 3.6673 1.2844 0.2765 -0.27
C 3.9078 2.3562 0.9411 0.32
C 3.3205 2.7637 2.2406 1.50
C 3.4024 4.1177 2.6159 -0.72
C 2.7641 4.5843 3.7508 -0.64
C 2.0443 3.6851 4.5311 -0.77
C 2.0128 2.3427 4.1734 -0.14
C 2.6441 1.8180 3.0330 -0.98
H 6.4877 3.3277 -2.5946 0.35
H 6.3337 1.4825 -4.2440 0.35
H 4.9220 -0.4973 -3.7720 0.40
H 3.6134 -0.6455 -1.6832 0.48
H 3.9532 4.8176 1.9985 0.31
H 2.8142 5.6364 4.0078 0.34
H 1.5196 4.0352 5.4162 0.37
H 1.4587 1.6551 4.8165 0.28
```

Entry from the OMol25 dataset: an isolated ion of composition C7H9O6S and charge -1 at a distorted geometry (wB97M-V/def2-TZVPD).

Computed properties:
F_max, eV Å⁻¹: 4.29
Energy relative to the best compared isomer or geometry (same formula, charge and spin), kJ/mol: 527.43
Net charge: -1
Frontier orbital gap (alpha / beta), eV: 7.155 / 7.153

The geometry in XYZ format:
```
23
Properties=species:S:1:pos:R:3:mulliken_charge:R:1
C 3.5306 1.0082 -1.7436 -1.15
C 2.7583 0.8241 -0.6521 1.17
C 2.8327 1.5980 0.5917 -0.92
S 2.0964 0.8906 1.9496 1.15
O 2.4587 1.5656 3.2273 -0.63
O 1.9927 -0.5378 1.7978 -0.54
C 1.6738 -0.1712 -0.6733 0.41
O 1.7577 -1.2979 -1.1325 -0.63
O 0.5124 0.3794 -0.2920 -0.20
C -0.5718 -0.5025 -0.2593 -0.92
C -1.6334 0.0445 0.8158 0.36
C -2.7527 -0.9759 0.8933 -1.44
O -0.9705 0.2308 2.0690 -0.22
O -0.3074 1.4386 2.0823 -0.64
H 3.2952 0.2885 -2.5908 0.21
H 4.3085 1.6927 -1.9029 0.41
H 2.3838 2.5834 0.4356 0.12
H -0.0660 -1.4058 0.0505 0.43
H -1.0407 -0.4468 -1.1594 0.43
H -1.8524 0.9788 0.4205 0.45
H -2.8356 -1.7031 0.1631 0.40
H -3.7395 -0.4935 0.9537 0.32
H -2.7191 -1.4448 1.8107 0.41
```

Entry from the OMol25 dataset: an isolated ion of composition C6H8NO5P and charge -2 at a distorted geometry (wB97M-V/def2-TZVPD).

Computed properties:
F_max, eV Å⁻¹: 4.68
Energy relative to the best compared isomer or geometry (same formula, charge and spin), kJ/mol: 0.00
Net charge: -2
Frontier orbital gap, eV: 6.805

The geometry in XYZ format:
```
21
Properties=species:S:1:pos:R:3:mulliken_charge:R:1
C 2.5730 1.2577 1.6092 -1.02
C -1.8977 1.3978 -1.2315 0.48
C 0.9712 -1.8599 0.4756 0.39
C -1.3555 -1.6160 0.5921 -1.07
C -0.5271 0.7000 -1.3475 0.10
C 0.1423 0.3636 -0.0150 -0.18
N -0.0815 -0.9971 0.3011 0.19
O -1.9202 2.5709 -1.5138 -0.74
O 2.1190 -1.3616 0.1030 -0.48
O -2.7954 0.7832 -0.5889 -0.72
O 0.9575 -3.0214 0.9172 -0.73
O 0.1853 1.4858 -2.2873 -0.60
P 2.1469 0.5318 0.0090 0.10
H 3.6566 1.1942 1.7234 0.23
H 2.1720 0.9685 2.5679 0.20
H -2.1450 -0.8939 0.7659 0.41
H -1.8086 -2.1856 -0.2330 0.26
H -1.1966 -2.3157 1.4604 0.34
H -0.6212 -0.3467 -1.8801 0.13
H -0.2356 1.0469 0.7835 0.36
H -0.3395 2.2973 -2.2114 0.37
```

Entry from the OMol25 dataset: one molecule with the formula C7H10N2 at a distorted geometry (wB97M-V/def2-TZVPD).

Computed properties:
F_max, eV Å⁻¹: 2.01
Energy relative to the best compared isomer or geometry (same formula, charge and spin), kJ/mol: 0.00
Frontier orbital gap, eV: 8.593

The geometry in XYZ format:
```
19
Properties=species:S:1:pos:R:3:mulliken_charge:R:1
C 1.3416 0.6835 1.5718 -1.55
C 0.3908 0.2152 0.4879 0.77
C -0.1770 1.1193 -0.4101 0.75
N 0.1471 2.4863 -0.3046 -0.54
C -1.0832 0.6933 -1.3856 -0.73
C -1.3889 -0.6525 -1.4438 -0.62
C -0.7225 -1.6019 -0.6578 -0.71
C 0.1129 -1.1725 0.3874 0.50
N 0.6645 -2.0659 1.2713 -0.52
H 0.8371 1.1716 2.4426 0.23
H 1.9875 1.4620 1.1424 0.28
H 2.0305 -0.0790 1.8998 0.38
H 1.1328 2.6876 -0.0715 0.19
H -0.1448 3.1084 -1.0843 0.23
H -1.5543 1.3829 -2.1015 0.24
H -2.0465 -0.9705 -2.1854 0.40
H -1.0089 -2.6262 -0.8472 0.31
H 0.7733 -3.0264 0.9624 0.22
H 1.4702 -1.7598 1.7756 0.18
```

Which of these has the highest energy relative to the best compared isomer or geometry (same formula, charge and spin)? C7H9O6S

Which value of energy relative to the best compared isomer or geometry (same formula, charge and spin) does entry 1 give? 2.25 kJ/mol

What did the second record say?
Entry from the OMol25 dataset: an isolated ion of composition C7H9O6S and charge -1 at a distorted geometry (wB97M-V/def2-TZVPD).

Computed properties:
F_max, eV Å⁻¹: 4.29
Energy relative to the best compared isomer or geometry (same formula, charge and spin), kJ/mol: 527.43
Net charge: -1
Frontier orbital gap (alpha / beta), eV: 7.155 / 7.153

The geometry in XYZ format:
```
23
Properties=species:S:1:pos:R:3:mulliken_charge:R:1
C 3.5306 1.0082 -1.7436 -1.15
C 2.7583 0.8241 -0.6521 1.17
C 2.8327 1.5980 0.5917 -0.92
S 2.0964 0.8906 1.9496 1.15
O 2.4587 1.5656 3.2273 -0.63
O 1.9927 -0.5378 1.7978 -0.54
C 1.6738 -0.1712 -0.6733 0.41
O 1.7577 -1.2979 -1.1325 -0.63
O 0.5124 0.3794 -0.2920 -0.20
C -0.5718 -0.5025 -0.2593 -0.92
C -1.6334 0.0445 0.8158 0.36
C -2.7527 -0.9759 0.8933 -1.44
O -0.9705 0.2308 2.0690 -0.22
O -0.3074 1.4386 2.0823 -0.64
H 3.2952 0.2885 -2.5908 0.21
H 4.3085 1.6927 -1.9029 0.41
H 2.3838 2.5834 0.4356 0.12
H -0.0660 -1.4058 0.0505 0.43
H -1.0407 -0.4468 -1.1594 0.43
H -1.8524 0.9788 0.4205 0.45
H -2.8356 -1.7031 0.1631 0.40
H -3.7395 -0.4935 0.9537 0.32
H -2.7191 -1.4448 1.8107 0.41
```